DFT (ωB97M-V/def2-TZVPD) results for an isolated molecule of ClH2NOS at a distorted geometry.

Computed properties:
Total charge: 0
DFT total energy, Eh: -989.49865
Multiplicity: 1

Last column: Löwdin charge in e.
CARTESIAN COORDINATES (ANGSTROEM)
S: 1.0038 -0.3348 -0.7955  0.70
H: 0.6914 -1.2499 1.1565  0.05
H: -0.3387 1.5590 -0.6885  -0.02
O: 0.9152 -1.5330 0.2728  -0.43
Cl: 2.9185 0.3150 0.2638  0.02
N: -0.2813 0.6255 -0.2780  -0.31